(1)
14
Properties=species:S:1:pos:R:3 method="wB97M-V/def2-TZVPD" energy_ha=-324.67637 lumo_ha=0.0347 total_charge=0
O 1.823 -0.261 -0.028
N 1.084 1.960 -0.262
C 0.893 0.735 -0.126
C -1.741 0.886 0.064
C -0.266 -1.213 0.180
C -0.487 0.104 0.088
C 1.142 -1.440 0.089
H -1.679 1.941 0.085
H 1.429 -2.110 -0.790
H 2.018 2.344 -0.411
H -2.455 0.354 0.727
H -2.261 0.637 -0.955
H 1.482 -1.917 0.983
H -0.983 -2.021 0.356

---

(2)
72
Properties=species:S:1:pos:R:3 method="wB97M-V/def2-TZVPD" energy_ha=-1752.90761 lumo_ha=0.0234 total_charge=0
O -2.536 2.333 1.488
O 0.953 3.812 -1.788
O -5.032 -3.789 -1.779
O -0.624 -0.745 -1.069
O 5.226 -2.096 -1.354
N 1.989 0.906 -0.163
N 3.190 0.553 0.207
N 2.716 -0.499 -1.791
N 1.882 0.234 -1.359
N -1.326 0.343 1.377
N -1.478 1.123 -1.484
C -1.202 -1.127 3.571
C -0.512 0.459 -1.424
C -4.544 -2.748 -1.395
C -3.397 -0.425 -0.633
C 1.243 4.976 -1.262
C 0.416 5.483 0.261
C 5.551 -1.161 0.738
C -4.544 -2.400 -0.223
C 4.600 -1.149 -0.249
C 1.050 -0.959 2.630
C 3.516 -0.409 -0.507
C -5.758 -4.675 -0.686
C 6.936 -3.916 -1.716
C 0.167 -1.770 3.709
C 6.485 -2.180 0.551
C -0.863 4.768 -0.077
C -3.986 -1.112 0.254
C 6.248 -2.543 -1.110
C 0.666 0.679 -2.134
C -3.389 -0.761 -2.226
C -0.248 3.429 -0.658
C -2.768 1.135 -0.617
C 0.632 0.498 2.940
C -1.340 2.616 -1.772
C -2.221 1.316 0.910
C -0.823 0.245 2.921
C -4.048 -1.949 -2.480
H 0.588 -1.653 4.553
H -1.916 -1.666 3.000
H 6.280 -4.389 -1.970
H 0.896 0.834 3.710
H -1.175 -0.569 0.969
H -4.985 -2.693 1.146
H 7.716 -4.158 -1.084
H 2.226 -1.208 3.109
H -1.406 5.301 -0.906
H 0.166 2.739 -0.188
H -0.142 -2.854 3.510
H -4.069 -0.732 1.287
H -1.634 -0.938 4.580
H 0.307 6.433 0.208
H -2.971 -0.021 -2.887
H -3.996 -2.404 -3.402
H 5.426 -0.710 1.442
H -1.325 1.298 3.433
H -6.042 -5.555 -1.300
H 1.242 4.854 0.904
H 0.790 1.629 -2.577
H -1.167 4.293 0.915
H 7.384 -2.410 0.944
H -0.986 2.741 -2.999
H 0.886 -1.491 1.512
H 2.269 5.097 -1.226
H -2.223 3.398 -1.642
H -3.534 1.883 -0.690
H -6.580 -4.019 -0.173
H 0.905 0.951 1.828
H -5.028 -5.019 0.087
H 0.831 0.093 -3.108
H 7.273 -3.330 -2.588
H 1.170 5.778 -2.001